The following is a DFT calculation (ωB97M-V/def2-TZVPD) of a molecular structure, C5H7NO.

```
14
Properties=species:S:1:pos:R:3
O 1.63356 1.82296 -0.50575
C 1.40579 0.67882 -0.87166
C 0.30079 -0.04134 -0.17863
C -1.02325 -0.58732 -0.78704
N -1.37873 -0.46733 0.67135
C -0.47795 0.93350 0.66425
C 0.00224 -1.06669 0.92416
H 1.89125 0.30537 -1.77955
H -1.65460 0.04337 -1.41387
H -1.01313 -1.62654 -1.15593
H 0.05571 1.95719 0.16196
H -0.26581 1.04179 1.72747
H 0.38644 -0.88900 1.93201
H 0.13769 -2.10477 0.61124
```

Its energy relative to the best compared isomer or geometry (same formula, charge and spin) is 143.5 kcal per mole. For the LUMO energy, the calculation gives 0.34 eV.